[1]
Computed, not measured: a structure of composition C22H62LiMgO22, with ωB97M-V/def2-TZVPD.

Element x y z (Å)
1 Mg 0.188 0.105 -0.344
2 O 5.648 2.952 0.145
3 O -6.329 1.080 2.322
4 O 1.578 1.567 -0.856
5 O -2.267 1.475 -6.030
6 O 2.700 -2.947 -0.511
7 O 4.821 -4.066 1.404
8 O 0.346 3.081 0.805
9 O 0.500 -3.196 -1.916
10 O 2.958 -2.396 2.532
11 O -1.637 0.038 0.448
12 O -1.876 4.713 3.869
13 O -3.851 -0.156 -1.103
14 O -0.203 -4.540 -3.971
15 O 1.645 -0.039 3.922
16 O -6.213 -0.792 -0.165
17 O 3.428 0.181 0.442
18 O -1.304 -0.901 -4.169
19 O 0.639 -0.909 1.416
20 O 3.188 3.657 0.157
21 O 0.638 -0.696 -1.987
22 O -2.922 2.673 2.072
23 O -5.907 1.944 -1.266
24 C -6.187 -1.059 1.176
25 C 2.926 -0.584 4.191
26 C 1.936 1.370 -2.157
27 C 2.578 3.840 1.396
28 C 3.069 -2.053 3.941
29 C -4.448 2.158 -1.407
30 C -0.530 0.014 -4.995
31 C -3.734 0.940 -1.991
32 C 1.757 -0.132 -2.559
33 C 1.111 4.235 1.163
34 C -5.453 -0.014 2.074
35 C -1.209 -4.576 -2.985
36 C -0.522 -1.665 1.664
37 C 4.916 -3.597 0.038
38 C -2.962 2.520 3.486
39 C -1.771 -0.732 1.603
40 C -0.812 -3.644 -1.714
41 C -1.814 3.243 4.141
42 C 3.670 -3.978 -0.721
43 C -1.244 0.483 -6.251
44 C 5.310 1.615 -0.222
45 C 4.613 0.814 0.908
46 Li 2.520 -1.304 1.020
47 H 1.733 -0.033 -3.625
48 H -0.875 2.907 3.758
49 H 2.637 3.105 -0.420
50 H 2.997 1.633 -2.395
51 H -2.884 1.496 3.873
52 H 2.637 -0.782 -2.261
53 H 0.574 2.898 -0.087
54 H -7.221 -0.947 1.475
55 H -5.299 -0.797 -0.522
56 H 3.118 -0.462 5.269
57 H -0.865 -4.220 -0.769
58 H 0.620 4.627 2.050
59 H 4.341 1.564 1.645
60 H -2.717 1.268 -2.268
61 H -5.948 1.041 -0.875
62 H -1.385 -5.596 -2.759
63 H -1.532 4.811 2.953
64 H 1.283 1.991 -2.800
65 H 4.652 -3.322 2.011
66 H 2.365 -2.678 4.605
67 H -5.918 -2.141 1.400
68 H -2.718 -1.325 1.535
69 H 3.944 -3.993 -1.796
70 H 2.836 0.835 0.090
71 H 4.566 1.646 -0.994
72 H -5.883 1.824 2.711
73 H 0.428 -0.408 -5.269
74 H -2.118 -4.111 -3.322
75 H -1.690 -0.409 -6.708
76 H 2.176 -2.968 2.444
77 H -1.816 3.186 5.206
78 H -0.637 -2.503 0.933
79 H 5.250 0.026 1.334
80 H -5.315 -0.610 2.981
81 H 4.109 -2.278 4.304
82 H -0.345 0.914 -4.492
83 H 3.737 -0.073 3.650
84 H 6.242 1.198 -0.549
85 H -1.568 -2.832 -1.683
86 H -3.876 3.013 3.790
87 H 3.306 -4.899 -0.366
88 H -1.784 -0.092 2.478
89 H 2.602 2.876 1.926
90 H -0.526 -2.126 2.686
91 H -2.992 -0.168 -0.584
92 H -0.490 0.847 -6.940
93 H -4.488 0.268 1.575
94 H 1.347 -0.161 2.972
95 H 0.581 -2.169 -1.944
96 H 1.904 -3.193 -1.063
97 H 3.127 4.620 1.951
98 H -2.316 1.981 1.617
99 H -4.306 3.004 -2.134
100 H -4.230 0.782 -2.940
101 H 5.739 -4.220 -0.365
102 H 4.766 3.254 0.330
103 H -4.078 2.465 -0.441
104 H 5.155 -2.534 -0.042
105 H -2.887 0.990 -5.461
106 H -0.831 -0.899 -3.320
107 H 0.313 -3.780 -3.737
108 H 0.963 4.940 0.366

Calculated values
LUMO level, eV: 1.7
HOMO-LUMO gap, Ha: 0.3092
HOMO level, eV: -6.6808
E, eV: -74517.5550
M, g mol⁻¹: 710.0
Net charge: -1



[2]
Computed, not measured: a cluster of 7 separate species, C22H62N4O10 in total, with ωB97M-V/def2-TZVPD.

Element x y z (Å)
1 O 1.718 18.891 -1.588
2 O -3.146 20.050 6.892
3 O -2.564 12.660 6.060
4 O -1.973 19.957 -4.086
5 O 4.511 15.773 1.027
6 O 0.061 22.052 -1.317
7 O -8.332 19.107 -1.143
8 O -2.585 17.128 1.232
9 O -2.526 17.664 -2.779
10 O -0.510 20.812 5.538
11 N 1.102 16.937 0.728
12 N 5.718 12.287 1.738
13 N -0.813 15.880 5.412
14 N -10.208 17.588 1.662
15 C -9.392 18.706 -0.328
16 C 5.476 14.843 1.557
17 C -1.410 19.697 5.210
18 C 0.247 13.852 4.871
19 C 4.880 17.157 0.870
20 C -9.218 18.562 1.256
21 C -8.244 20.552 -1.028
22 C -1.289 17.641 0.981
23 C -7.828 18.044 1.705
24 C -0.272 16.434 1.012
25 C -0.037 15.683 2.269
26 C -1.975 13.884 6.411
27 C 4.949 13.459 1.347
28 C -3.254 19.432 -4.156
29 C 1.166 21.108 -1.425
30 C -3.578 12.239 7.000
31 C 0.589 19.735 -1.608
32 C -1.138 14.477 5.219
33 C -3.438 17.985 1.930
34 C -3.509 18.713 -2.775
35 C -2.145 19.184 6.479
36 C 3.790 13.237 2.294
37 H -0.006 19.526 -0.720
38 H -1.273 13.714 7.227
39 H -1.049 18.491 1.618
40 H 1.458 17.461 1.514
41 H -2.019 20.121 4.411
42 H -8.758 21.149 -1.780
43 H -7.031 18.685 1.329
44 H -3.309 20.748 6.254
45 H 5.680 14.990 2.618
46 H 0.846 14.369 4.121
47 H 3.940 13.563 3.324
48 H -1.418 19.131 7.289
49 H -3.254 17.899 3.001
50 H -0.081 16.097 4.751
51 H -3.473 18.741 -4.969
52 H -3.448 19.024 1.601
53 H -0.576 15.822 0.164
54 H 1.638 16.081 0.759
55 H 0.355 22.855 -1.753
56 H -1.726 18.193 -2.787
57 H 1.518 18.191 -0.962
58 H -9.647 17.718 -0.712
59 H -0.040 19.589 -2.487
60 H 0.532 16.313 2.952
61 H -1.055 15.476 2.598
62 H -7.251 20.986 -0.908
63 H -7.606 17.053 1.309
64 H -9.391 19.488 1.805
65 H 6.652 12.243 1.357
66 H 2.915 13.795 1.962
67 H -0.996 21.640 5.563
68 H -2.712 14.604 6.765
69 H -10.277 19.260 -0.640
70 H 6.364 14.942 0.932
71 H 0.469 14.764 1.971
72 H 4.505 13.443 0.352
73 H 0.209 12.783 4.664
74 H -11.139 17.960 1.783
75 H 1.787 21.359 -2.285
76 H -1.719 14.467 4.297
77 H -4.233 13.025 7.374
78 H 3.460 12.203 2.392
79 H -7.665 18.045 2.783
80 H -4.426 18.134 -2.661
81 H -1.594 19.894 -4.966
82 H 1.673 21.397 -0.504
83 H -4.458 17.638 1.762
84 H -2.920 11.940 7.816
85 H -3.352 19.294 -1.866
86 H 5.435 17.325 -0.053
87 H -8.627 20.990 -0.106
88 H 5.501 17.484 1.703
89 H -10.308 16.868 0.961
90 H -0.850 18.799 4.948
91 H -0.464 16.048 6.345
92 H 3.971 17.750 0.769
93 H -1.303 18.019 -0.041
94 H -3.887 20.304 -4.319
95 H 5.242 11.414 1.556
96 H -4.145 11.449 6.506
97 H -2.598 18.221 6.244
98 H 0.829 13.805 5.792

Calculated values
LUMO level (alpha / beta), eV: -3.1 / -9.0
Energy above the lowest of the compared OMol25 structures with the same formula, charge and spin, kJ/mol: 233.9
HOMO-LUMO gap (alpha / beta), Ha: 0.2633 / 0.0477
HOMO level (alpha / beta), eV: -10.2762 / -10.2762
<S²>: 0.757
E, eV: -50238.2600
M, g mol⁻¹: 542.8
2S+1: 2
Net charge: +1



[3]
Computed, not measured: a cluster of 7 separate species, C22H62N4O7 in total, with ωB97M-V/def2-TZVPD.

Element x y z (Å)
1 O -8.347 6.730 -9.111
2 O -4.364 -3.315 -10.219
3 O 3.857 2.388 -8.990
4 O 0.244 8.560 -10.587
5 O -6.363 -2.912 -3.445
6 O -4.265 2.749 -6.969
7 O -8.777 2.002 1.105
8 N 1.784 3.489 -10.680
9 N -6.607 -1.346 -8.134
10 N -0.974 10.276 -12.721
11 N -4.692 6.591 -9.774
12 C -5.944 8.536 -9.241
13 C 0.034 8.962 -9.246
14 C -3.930 3.004 -5.641
15 C 0.999 9.417 -11.439
16 C 0.057 11.878 -11.073
17 C -5.039 -2.547 -3.100
18 C 4.911 2.270 -8.066
19 C 1.524 2.790 -9.447
20 C -5.992 -2.498 -8.786
21 C 1.225 1.313 -9.743
22 C 2.711 3.000 -8.525
23 C -5.926 6.993 -9.130
24 C -5.204 3.250 -4.851
25 C -8.575 6.444 -7.736
26 C -7.084 -3.485 -9.073
27 C -7.125 6.263 -9.698
28 C -8.150 1.879 -0.180
29 C 0.285 10.642 -12.037
30 C -5.015 -2.469 -1.612
31 C -5.115 -2.179 -9.963
32 C -3.362 -3.109 -11.133
33 C -8.957 0.834 -0.962
34 H -7.615 -3.751 -8.158
35 H -5.615 4.242 -5.040
36 H 4.709 1.628 -7.209
37 H -1.223 9.364 -12.366
38 H -4.388 3.616 -7.363
39 H -7.842 7.034 -7.187
40 H 0.974 11.009 -12.798
41 H 0.353 1.175 -10.383
42 H -9.012 -0.078 -0.369
43 H 2.792 4.065 -8.310
44 H -7.057 5.186 -9.550
45 H -8.414 5.420 -7.398
46 H 0.984 12.419 -10.884
47 H 0.861 9.534 -8.824
48 H 5.184 3.233 -7.635
49 H 1.699 4.468 -10.447
50 H -6.044 2.619 -5.143
51 H -0.230 8.063 -8.690
52 H -4.014 -2.337 -1.203
53 H -5.515 -3.285 -1.091
54 H -7.720 -3.191 -9.908
55 H -5.402 -3.013 -8.028
56 H -5.801 6.798 -8.065
57 H 0.996 0.768 -8.827
58 H -3.930 7.047 -9.292
59 H -9.995 1.127 -1.120
60 H -3.236 3.844 -5.599
61 H -6.919 8.741 -8.799
62 H -3.690 -2.824 -12.133
63 H -2.972 -4.113 -11.305
64 H -2.560 -2.478 -10.751
65 H -4.473 -1.334 -9.712
66 H -4.357 -3.319 -3.457
67 H -0.826 10.171 -13.715
68 H 0.682 3.348 -9.036
69 H -5.824 8.923 -10.252
70 H -0.615 12.557 -11.598
71 H -7.314 6.460 -10.754
72 H -7.189 1.428 0.068
73 H 2.135 0.836 -10.105
74 H -7.202 -0.865 -8.793
75 H 2.758 3.396 -10.928
76 H -5.200 8.990 -8.586
77 H -9.554 6.862 -7.503
78 H -3.462 2.112 -5.225
79 H 1.934 9.610 -10.913
80 H -5.189 3.029 -3.784
81 H -4.732 -1.626 -3.597
82 H -5.618 -1.635 -1.252
83 H 5.768 1.801 -8.550
84 H -5.856 -0.681 -8.020
85 H 2.389 2.520 -7.601
86 H -0.375 11.724 -10.085
87 H 1.443 8.867 -12.269
88 H -6.515 -2.586 -4.335
89 H -8.108 2.142 1.778
90 H -5.594 -1.865 -10.890
91 H -0.824 9.632 -9.303
92 H -7.981 2.861 -0.621
93 H -8.611 0.587 -1.966
94 H -4.685 6.954 -10.716
95 H -6.643 -4.385 -9.502

Calculated values
LUMO level, eV: 0.2
SMILES: COC[C@H](C)N.COC[C@H](C)N.COC[C@H](C)N.COC[C@H](C)N.CCO.CCO.CCO
Energy above the lowest of the compared OMol25 structures with the same formula, charge and spin, kJ/mol: 272.9
HOMO-LUMO gap, Ha: 0.3451
HOMO level, eV: -9.1763
E, eV: -44107.1508
M, g mol⁻¹: 494.8
Net charge: 0